Entry 1:
{"formula": "C16H56N2O15S", "method": "ωB97M-V/def2-TZVPD", "species": ["C", "O", "C", "C", "C", "C", "C", "C", "C", "C", "C", "C", "C", "C", "C", "N", "C", "S", "C", "N", "H", "H", "H", "H", "H", "H", "H", "H", "H", "H", "H", "H", "H", "H", "H", "H", "H", "H", "H", "H", "H", "H", "H", "H", "H", "H", "H", "H", "O", "H", "H", "O", "H", "H", "O", "H", "H", "O", "H", "H", "O", "H", "H", "O", "H", "H", "O", "H", "H", "O", "H", "H", "O", "H", "H", "O", "H", "H", "O", "H", "H", "O", "H", "H", "O", "H", "H", "O", "H", "H"], "coordinates": [[2.36262, 6.21699, 0.11912], [2.21849, 5.64045, -1.22727], [2.08079, 4.17508, -1.17870], [0.76786, 3.63660, -0.34374], [-0.66919, 4.21999, -0.87792], [-1.29533, 3.43970, -2.17678], [-2.20155, 2.11916, -1.82647], [-1.60806, 1.16332, -0.63393], [-2.57110, -0.20319, -0.61706], [-1.75706, -1.57544, -0.99668], [-0.50216, -1.93428, -0.00215], [0.79275, -2.55076, -0.84091], [0.50596, -4.09304, -1.39172], [1.84395, -4.77714, -2.08426], [2.87162, -3.63961, -2.73247], [3.47398, -2.67742, -3.37807], [1.50552, -5.83879, -3.29213], [0.96542, -4.89708, -4.86322], [0.38020, -6.96493, -2.88752], [-0.48197, -7.91538, -2.72462], [3.09299, 7.15549, 0.16285], [1.28242, 6.62348, 0.42247], [2.75703, 5.46591, 0.93351], [2.00857, 3.69552, -2.26903], [3.03234, 3.65279, -0.68581], [0.84465, 2.45801, -0.32988], [0.85728, 3.96896, 0.79863], [-1.43502, 4.33793, 0.03009], [-0.46140, 5.34017, -1.23476], [-0.45429, 3.22461, -2.99213], [-2.03258, 4.21578, -2.70477], [-2.20930, 1.45079, -2.81517], [-3.32570, 2.34297, -1.57046], [-0.51148, 0.77854, -0.80780], [-1.73185, 1.62306, 0.46047], [-3.40566, -0.06959, -1.45780], [-3.13080, -0.29204, 0.40742], [-2.47401, -2.50554, -0.99491], [-1.34268, -1.44425, -2.08938], [-0.11841, -0.95593, 0.51770], [-0.84529, -2.71066, 0.82614], [1.02395, -1.80722, -1.72468], [1.67944, -2.62023, -0.07958], [0.27221, -4.73927, -0.42586], [-0.41746, -4.14098, -2.11327], [2.44575, -5.35573, -1.26352], [2.51787, -6.39775, -3.55938], [1.06299, -5.75848, -5.97543], [3.63255, 7.49738, 2.30257], [3.38396, 7.71400, 3.21378], [4.55096, 7.19739, 2.37548], [3.72733, 1.61567, -0.90518], [3.42823, 0.69700, -0.97996], [4.14760, 1.79533, -1.75951], [-5.74237, -0.62669, -1.01193], [-6.14923, -1.11729, -1.74185], [-6.32740, -0.79920, -0.25909], [5.50073, -0.23742, -3.91107], [4.82114, -0.91508, -3.77713], [5.41933, -0.00631, -4.84849], [-6.86985, 2.40433, -1.66462], [-6.38796, 1.57150, -1.77943], [-6.66215, 2.67175, -0.75679], [-1.19527, -3.40620, 2.64006], [-1.55286, -4.25350, 2.94537], [-0.41542, -3.26659, 3.19785], [1.96936, 7.04727, 4.71398], [1.56250, 6.55667, 3.98405], [1.38433, 6.87476, 5.46681], [0.82412, -5.56215, -8.15098], [1.05422, -6.39784, -8.58422], [-0.07348, -5.37537, -8.46438], [-4.94688, -0.99153, 1.67511], [-4.46499, -1.82436, 1.56029], [-4.73919, -0.72411, 2.58293], [0.68851, -5.49713, 2.51184], [0.38941, -6.41581, 2.43705], [1.10878, -5.31748, 1.65751], [0.66875, 4.74715, 6.57439], [0.31116, 3.89984, 6.87970], [1.44861, 4.88675, 7.13218], [-4.21064, -0.03320, 4.57010], [-4.45923, 0.18342, 5.48130], [-3.29223, -0.33319, 4.64301], [1.49356, -8.04729, 2.49143], [1.96595, -8.11140, 1.64778], [2.19443, -8.10984, 3.15751], [1.15696, 3.05159, 8.76272], [1.94363, 2.48827, 8.81593], [1.04869, 3.38832, 9.66476]], "mulliken_charge": [-0.496, -0.438, -0.361, 0.032, -0.589, -0.568, -0.545, 0.059, -0.132, -0.762, -0.112, -0.725, -0.504, 0.287, -0.049, -0.572, -0.211, -0.184, 0.149, -0.490, 0.224, 0.189, 0.277, 0.257, 0.298, -0.154, 0.201, 0.288, 0.300, 0.231, 0.293, 0.236, 0.171, -0.123, 0.217, 0.147, 0.040, 0.325, 0.210, 0.314, 0.146, 0.324, 0.307, 0.097, 0.327, 0.402, 0.482, 0.219, -0.593, 0.314, 0.301, -0.607, 0.278, 0.330, -0.546, 0.287, 0.263, -0.656, 0.415, 0.319, -0.652, 0.333, 0.313, -0.640, 0.278, 0.262, -0.647, 0.308, 0.307, -0.642, 0.316, 0.321, -0.591, 0.303, 0.266, -0.570, 0.341, 0.269, -0.637, 0.306, 0.339, -0.625, 0.298, 0.318, -0.655, 0.319, 0.329, -0.635, 0.317, 0.315], "e_above_lowest_ev": 8.608, "lumo_ev": -0.24, "charge": 0, "energy_ev": -62018.1484}

***

Entry 2:
{"formula": "C16H58N12O13", "method": "ωB97M-V/def2-TZVPD", "species": ["C", "C", "O", "H", "H", "H", "H", "H", "H", "C", "C", "O", "H", "H", "H", "H", "H", "H", "C", "C", "O", "H", "H", "H", "H", "H", "H", "C", "O", "N", "N", "H", "H", "H", "H", "C", "O", "N", "N", "H", "H", "H", "H", "C", "O", "N", "N", "H", "H", "H", "H", "C", "O", "N", "N", "H", "H", "H", "H", "C", "O", "N", "N", "H", "H", "H", "H", "C", "O", "N", "N", "H", "H", "H", "H", "C", "O", "H", "H", "H", "H", "C", "O", "H", "H", "H", "H", "C", "O", "H", "H", "H", "H", "C", "O", "H", "H", "H", "H"], "coordinates": [[-4.14289, 1.62043, -1.90401], [-3.26489, 0.49743, -1.31801], [-2.14889, 0.30843, -2.19901], [-4.40689, 1.39843, -2.97701], [-3.74989, 2.73943, -1.83001], [-5.04789, 1.70843, -1.39701], [-3.77689, -0.43057, -1.15901], [-2.76289, 0.74743, -0.38201], [-2.53789, 0.15143, -3.06301], [0.25611, 3.70843, -4.45201], [-0.75089, 3.33743, -3.31801], [-0.29989, 2.28243, -2.55301], [-0.07289, 4.59143, -4.84101], [0.33411, 2.92443, -5.10901], [1.24411, 3.82943, -4.00401], [-1.80489, 3.21043, -3.70601], [-0.82489, 4.17643, -2.68701], [-1.07489, 1.69643, -2.47101], [3.22411, 0.95143, 3.79999], [3.29411, 1.86943, 5.01699], [2.58511, 1.22543, 6.08799], [4.04811, 0.30943, 3.91899], [3.39211, 1.57943, 2.97499], [2.31111, 0.38943, 3.59999], [2.77011, 2.79743, 4.83899], [4.27911, 2.08043, 5.37499], [3.33611, 0.84943, 6.59099], [0.71111, -0.97757, -3.92001], [0.07011, 0.02143, -4.68501], [0.73211, -1.00157, -2.61201], [1.37911, -1.97857, -4.39701], [-0.00489, -0.32757, -2.29901], [1.15511, -1.70557, -1.94601], [1.36311, -2.08557, -5.38501], [1.93311, -2.62657, -3.78701], [-0.37589, 3.08443, 1.55999], [0.86311, 2.54943, 1.96999], [-0.78589, 3.38443, 0.36499], [-1.20689, 3.41643, 2.46799], [-0.25789, 3.32543, -0.51501], [-1.67889, 3.88743, 0.35199], [-1.10389, 3.01843, 3.41099], [-2.13189, 3.86443, 2.24799], [-1.21589, -3.98157, -2.49801], [-1.90489, -5.02857, -2.09501], [-1.29589, -2.80357, -1.94501], [-0.36489, -4.04057, -3.51101], [-1.91989, -2.64557, -1.09201], [-0.69889, -1.98957, -2.18201], [-0.34089, -4.80157, -4.17801], [0.14411, -3.16457, -3.82401], [2.45111, 1.29843, -1.12001], [2.98311, 1.59443, 0.15199], [2.59111, 2.26743, -2.00701], [2.79711, 0.25943, -1.86501], [1.67711, 2.39143, -2.52001], [2.62911, 3.25243, -1.65501], [1.85111, -0.11657, -2.25901], [3.21711, -0.63357, -1.49401], [3.01611, -2.71857, -1.34001], [3.19811, -3.16757, -2.69401], [1.82211, -2.89457, -0.87401], [3.79211, -1.86157, -0.71601], [1.27411, -3.57157, -1.43501], [1.67911, -2.87457, 0.15999], [4.74511, -2.10157, -1.10901], [3.85511, -1.90257, 0.30699], [2.67811, -2.65357, 2.19299], [3.37311, -3.85957, 2.55899], [1.43811, -2.69257, 1.84499], [3.40611, -1.64957, 1.99699], [0.89511, -3.58057, 1.97499], [0.93011, -1.84657, 1.71799], [4.25211, -1.53857, 2.56899], [2.92011, -0.78457, 1.84799], [-0.70289, 1.14743, 4.74599], [0.10311, 2.18843, 5.20999], [-0.47389, 0.36143, 5.38399], [-0.52389, 0.76843, 3.72699], [-1.82889, 1.43543, 4.74099], [0.99211, 1.87543, 5.41699], [-4.14089, 0.40443, 1.94899], [-3.60989, 0.63643, 3.18499], [-4.34289, 1.27243, 1.23899], [-5.10989, 0.02243, 2.11199], [-3.53189, -0.31057, 1.41899], [-3.83889, 1.46143, 3.55199], [-4.24589, -3.35157, 0.08499], [-3.07689, -2.52257, 0.38899], [-5.11289, -2.96057, 0.57799], [-4.22089, -4.37557, 0.54599], [-4.36489, -3.58157, -0.97401], [-2.73889, -2.73957, 1.29799], [-0.19889, -0.21657, 0.57499], [0.74211, -0.14857, 1.58599], [-1.08989, 0.24543, 0.95799], [-0.54989, -1.18557, 0.16399], [0.06211, 0.25843, -0.31001], [0.86111, 0.75643, 1.85299]], "mulliken_charge": [-1.400, 0.973, -0.362, 0.357, 0.166, 0.572, 0.285, -0.809, 0.166, -1.651, -0.137, 0.616, 0.528, 0.378, 0.361, 0.301, 0.403, -0.349, -0.220, -1.097, -0.653, 0.387, 0.282, 0.142, 0.317, 0.541, 0.364, 0.290, -0.744, 1.154, -0.206, -1.052, -0.202, 0.197, 0.326, 0.528, -0.581, -0.182, -0.255, 0.011, 0.124, 0.191, 0.187, 0.532, -0.793, 0.338, -0.237, -0.066, 0.086, 0.222, 0.289, 0.223, -0.621, -0.369, -0.340, -0.129, 0.401, -0.015, 0.766, 0.153, -0.844, -0.097, -0.200, 0.148, 0.059, 0.329, 0.294, 0.307, -0.792, -0.325, 0.022, 0.216, 0.580, 0.307, -0.202, -0.950, -0.600, 0.725, 0.569, -0.030, 0.397, -0.147, -0.499, 0.174, 0.467, -0.217, 0.288, -0.829, -0.449, 0.353, 0.290, 0.302, 0.217, -0.085, -0.431, 0.277, -0.320, 0.115, -0.106], "e_above_lowest_ev": 13.284, "lumo_ev": -0.23, "charge": 0, "energy_ev": -62023.0989}

***

Entry 3:
{"formula": "C16H59N11O12", "method": "ωB97M-V/def2-TZVPD", "species": ["C", "O", "N", "N", "H", "H", "H", "H", "C", "O", "N", "N", "H", "H", "H", "H", "C", "O", "N", "N", "H", "H", "H", "H", "C", "O", "N", "N", "H", "H", "H", "H", "C", "C", "C", "O", "C", "N", "H", "H", "H", "H", "H", "H", "H", "H", "H", "H", "H", "C", "C", "C", "O", "C", "N", "H", "H", "H", "H", "H", "H", "H", "H", "H", "H", "H", "C", "C", "C", "O", "C", "N", "H", "H", "H", "H", "H", "H", "H", "H", "H", "H", "H", "O", "H", "H", "O", "H", "H", "O", "H", "H", "O", "H", "H", "O", "H", "H"], "coordinates": [[-0.00350, -0.39006, 0.29788], [0.97234, -1.00863, 0.65582], [-0.86256, -0.87507, -0.51932], [-0.34051, 0.80173, 0.69339], [-0.73664, -1.81367, -0.87043], [-1.68856, -0.30259, -0.61973], [0.38756, 1.48757, 0.83352], [-1.22695, 1.19957, 0.41763], [0.19922, -4.51472, 0.45940], [-0.04169, -3.94078, -0.60670], [1.42172, -4.70722, 0.97735], [-0.74663, -4.99303, 1.26595], [1.60638, -5.34504, 1.73839], [2.18188, -4.11490, 0.67499], [-1.72675, -4.88148, 1.04910], [-0.56933, -5.80330, 1.84225], [1.60204, -3.16022, 4.27832], [1.30424, -4.29485, 3.97873], [1.73998, -2.22967, 3.36568], [1.78961, -2.71932, 5.45997], [1.38397, -2.49783, 2.45934], [1.99884, -1.29459, 3.64625], [1.59339, -3.34084, 6.23153], [2.05116, -1.74698, 5.53908], [-3.72173, -3.46104, 2.33697], [-4.92643, -3.70847, 2.51767], [-3.25999, -2.85942, 1.27720], [-2.70103, -3.65344, 3.17096], [-2.25783, -2.85659, 1.15162], [-3.98093, -2.93097, 0.57347], [-2.92638, -3.92498, 4.11731], [-1.71643, -3.46540, 3.04728], [-2.29930, -5.27582, -5.13953], [-1.42837, -4.76263, -3.81275], [-0.91059, -3.28639, -4.06060], [-2.02690, -2.48224, -3.75370], [-1.85218, -1.04719, -3.82902], [-2.23486, -4.89203, -2.56964], [-1.58545, -5.42718, -5.94923], [-3.13265, -4.61704, -5.38375], [-2.70417, -6.23552, -4.81837], [-0.60407, -5.47548, -3.83448], [-0.48931, -3.13098, -5.05382], [-0.09651, -3.16219, -3.34649], [-1.88315, -0.60643, -4.82545], [-0.98983, -0.67656, -3.27486], [-2.70888, -0.64996, -3.28462], [-2.72606, -4.01451, -2.66337], [-1.59796, -4.79852, -1.79136], [-0.46229, 5.62471, 0.62115], [-1.53423, 4.76023, 1.26536], [-1.46606, 4.95651, 2.84405], [-0.21631, 4.39489, 3.32022], [-0.12796, 4.18076, 4.69923], [-2.81503, 5.08983, 0.63669], [-0.79693, 6.65467, 0.74477], [-0.36050, 5.52293, -0.45931], [0.52108, 5.51027, 1.07721], [-1.42331, 3.68664, 1.11304], [-2.30258, 4.45581, 3.33152], [-1.65162, 6.01472, 3.02809], [-0.46560, 5.07689, 5.21987], [0.91807, 4.05543, 4.97892], [-0.77309, 3.31353, 4.83996], [-3.58780, 4.50088, 0.91248], [-3.04667, 6.06163, 0.78521], [2.53157, 1.52370, -1.86057], [2.74693, 3.00092, -1.48890], [4.03224, 3.64199, -2.10860], [5.29771, 3.00721, -1.61237], [6.41607, 3.49587, -2.32809], [1.57208, 3.75989, -1.53378], [3.29356, 0.82025, -1.52499], [2.44743, 1.40563, -2.94089], [1.49227, 1.25762, -1.66778], [2.89019, 2.79353, -0.42845], [4.02115, 4.68533, -1.79330], [4.01297, 3.62119, -3.19823], [6.47824, 4.57036, -2.15577], [6.56614, 3.04002, -3.30675], [7.20929, 3.10294, -1.69208], [1.56139, 4.48174, -0.82744], [0.77855, 3.21846, -1.22190], [1.50663, 2.85747, 2.08520], [0.65097, 3.19034, 2.35588], [2.11290, 3.57442, 2.27137], [-3.74673, 0.62685, -1.52706], [-4.16984, -0.00046, -0.94080], [-4.44176, 0.90386, -2.12409], [1.61569, -1.79680, -1.88286], [1.49387, -1.04577, -1.30204], [1.34722, -2.55148, -1.35882], [2.76277, 0.24735, 2.83994], [2.00529, 0.59850, 2.37181], [3.11998, -0.41896, 2.25285], [-1.46139, 2.19345, -2.14207], [-2.13857, 2.84885, -1.97446], [-1.94225, 1.37203, -2.24345]], "mulliken_charge": [0.497, -0.427, 0.735, -0.037, -0.209, -0.126, -0.292, 0.115, 0.483, -0.528, -0.345, -0.280, 0.145, 0.237, 0.253, 0.179, 0.548, -0.671, -0.171, -0.387, 0.007, 0.348, 0.239, 0.161, 0.498, -0.702, -0.192, -0.182, -0.007, 0.212, 0.214, 0.132, -1.407, -0.001, -0.001, -0.385, -0.560, -0.831, 0.368, 0.280, 0.403, 0.563, 0.482, -0.069, 0.328, 0.108, 0.238, 0.367, 0.217, -1.447, 1.458, -0.980, -0.415, -0.885, -0.664, 0.445, 0.396, 0.295, -0.538, 0.407, 0.336, 0.331, 0.242, 0.359, 0.264, 0.239, -1.042, 0.651, -0.608, -0.309, -0.800, -0.066, 0.545, 0.396, -0.252, 0.125, 0.394, 0.439, 0.358, 0.306, 0.277, 0.271, 0.170, -0.474, 0.447, 0.232, -0.555, 0.246, 0.266, -0.741, 0.198, 0.315, -0.823, 0.333, 0.372, -0.522, 0.299, 0.159], "lumo_ev": [-2.71, -8.23], "charge": 1, "energy_ev": -58501.8816, "spin_multiplicity": 2}

***

Question: Number 2 is which compound?
Answer: C16H58N12O13

***

Question: Which of these has the highest charge?
Answer: C16H59N11O12